DFT (ωB97M-V/def2-TZVPD) results for the molecule C4H5NO2 at a distorted geometry.

```
12
C4H5NO2 (ωB97M-V/def2-TZVPD)
O 1.785 -1.487 -0.053
O -0.107 0.922 -0.175
N 0.377 -1.435 0.106
C -1.945 -0.644 -0.107
C 1.241 1.417 0.072
C -0.479 -0.407 -0.181
C -3.100 -0.290 0.170
H 1.865 -2.421 0.043
H -4.071 -0.367 -0.172
H 1.648 1.642 1.182
H 1.916 0.527 -0.586
H 0.870 2.543 -0.300
```

**Highest occupied orbital energy**: -9.10 eV
**SMILES**: C#C/C(=N/O)OC

Löwdin atomic charge list, values in e, 8 entries: -0.072, -0.171, 0.032, -0.009, -0.079, -0.325, 0.137, 0.075

DFT (ωB97M-V/def2-TZVPD) results for the molecule C7H8F3N3O at a distorted geometry.

```
22
C7H8F3N3O (ωB97M-V/def2-TZVPD)
F 3.779 -1.108 -0.120
F 2.158 0.696 1.126
F 2.050 0.771 -1.016
O -1.398 1.793 -0.805
N -1.941 -0.648 1.227
N 0.205 2.518 0.591
N -0.381 -0.669 -1.165
C 0.049 0.089 -0.034
C -1.590 -1.070 -1.149
C -0.712 -0.355 1.250
C 2.409 -1.303 -0.279
C -0.382 1.594 -0.181
C -2.618 -0.842 -0.080
C 1.719 -0.015 0.049
H 2.231 -2.135 0.478
H -0.297 3.368 0.476
H -3.051 0.182 -0.377
H -0.203 -0.439 2.176
H 0.910 2.326 1.220
H -1.928 -1.591 -2.085
H -3.356 -1.683 -0.004
H 2.347 -1.478 -1.298
```

**Highest occupied orbital energy**: -9.41 eV
**SMILES**: NC(=O)[C@@]1(C(F)(F)CF)C=NCC=N1

Löwdin atomic charge list, values in e, 8 entries: -0.038, 0.087, 0.075, 0.078, 0.068, 0.221, 0.121, -0.250

LUMO energy across the listed records, respectively: 0.1 0.8 eV.